1.
This record from OMol25 describes C30H18BrCl2F5N2V as an isolated structure. The level of theory is wB97M-V/def2-TZVPD.

Each line ends with the Mulliken charge.
CARTESIAN COORDINATES (ANGSTROEM)
V  -0.172  -0.347  1.132  0.199
Br  -1.143  0.695  -1.154  -0.161
C  -2.470  -0.629  -1.435  0.765
C  -3.403  -0.403  -2.402  -0.823
C  -4.367  -1.395  -2.671  -0.499
C  -4.335  -2.564  -1.971  -0.936
C  -3.362  -2.797  -0.966  1.108
C  -3.354  -4.025  -0.265  -0.902
C  -2.423  -4.230  0.706  -1.307
C  -1.486  -3.223  1.027  0.131
C  -1.413  -1.996  0.402  0.282
C  -2.386  -1.807  -0.647  0.511
H  -3.395  0.523  -2.959  0.391
H  -5.115  -1.223  -3.434  0.374
H  -5.060  -3.345  -2.170  0.345
H  -4.092  -4.778  -0.515  0.337
H  -2.400  -5.166  1.254  0.410
H  -0.821  -3.454  1.848  0.183
F  1.545  -1.295  -0.984  -0.355
C  1.933  -1.467  0.314  -0.560
C  1.467  1.089  0.542  -0.774
C  1.309  -0.440  2.653  -0.371
F  1.297  0.485  3.613  -0.372
C  0.644  -1.698  2.671  0.825
F  -0.055  -1.995  3.816  -0.450
C  1.384  -2.850  2.131  0.455
F  1.573  -3.901  2.945  -0.422
C  1.988  -2.731  0.953  0.782
F  2.737  -3.745  0.436  -0.397
C  -3.417  -1.194  3.222  -0.880
C  -3.193  0.242  3.590  0.864
C  -4.017  0.899  4.494  -0.958
C  -3.811  2.233  4.813  -0.775
C  -2.768  2.930  4.220  -0.950
C  -1.919  2.312  3.312  0.922
C  -0.794  3.062  2.658  -0.931
C  -2.136  0.958  3.003  0.070
N  -1.307  0.340  2.091  0.100
H  -4.225  -1.622  3.816  0.432
H  -2.511  -1.782  3.376  0.125
H  -3.667  -1.293  2.164  0.172
H  -4.833  0.351  4.953  0.376
H  -4.461  2.729  5.523  0.375
H  -2.604  3.973  4.467  0.363
H  -0.712  4.068  3.068  0.404
H  -0.950  3.134  1.579  0.190
H  0.156  2.545  2.794  0.024
Cl  4.190  4.919  2.003  -0.274
C  4.306  3.326  1.250  -0.165
C  5.623  2.770  1.146  -0.263
C  5.992  1.468  1.026  -0.615
C  5.094  0.328  1.028  -0.217
C  3.860  0.454  1.516  -0.343
Cl  2.396  -0.067  1.200  0.723
C  3.158  2.721  0.909  0.808
N  2.198  2.254  0.332  -0.396
H  6.415  3.510  1.205  0.316
H  7.051  1.259  0.922  0.303
H  5.487  -0.617  0.639  0.430

Summary:
Energy relative to the best compared isomer or geometry (same formula, charge and spin) ... 17.560 eV
E ... -6200.65262 hartree
Multiplicity ... 1
Gap between HOMO and LUMO ... 5.9 eV
Net charge ... -1

=====

2.
This record from OMol25 describes C30H20N3OsS3 as an isolated structure. The level of theory is wB97M-V/def2-TZVPD.

Each line ends with the Mulliken charge.
CARTESIAN COORDINATES (ANGSTROEM)
Os  0.740  -0.763  -0.181  0.430
S  -2.455  -5.151  1.252  -0.005
C  -3.720  -6.186  1.668  -0.282
C  -4.982  -5.576  1.614  -0.441
C  -4.908  -4.256  1.231  -0.420
C  -3.591  -3.830  0.982  0.482
C  -3.150  -2.532  0.566  1.021
C  -1.778  -2.262  0.327  -0.633
N  -1.315  -1.085  -0.042  -0.542
C  -2.202  -0.057  -0.215  -0.350
C  -3.586  -0.220  0.011  0.800
C  -4.468  0.897  -0.150  -1.103
C  -3.989  2.108  -0.503  -1.089
C  -2.589  2.303  -0.733  0.847
C  -2.054  3.545  -1.079  -0.314
C  -0.682  3.686  -1.282  0.800
C  0.119  2.515  -1.143  -0.706
N  -0.364  1.345  -0.831  -0.199
C  -1.698  1.216  -0.605  -0.036
C  -0.092  4.945  -1.621  0.503
C  1.264  5.259  -1.813  -0.436
C  1.468  6.581  -2.139  -0.423
C  0.266  7.306  -2.203  -0.236
S  -1.096  6.381  -1.868  -0.046
C  -4.047  -1.476  0.405  -0.417
H  -3.511  -7.211  1.944  0.472
H  -5.901  -6.096  1.847  0.467
H  -5.780  -3.625  1.134  0.420
H  -1.043  -3.045  0.465  0.468
H  -5.526  0.750  0.023  0.478
H  -4.658  2.952  -0.617  0.477
H  -2.720  4.395  -1.177  0.500
H  1.190  2.568  -1.297  0.369
H  2.072  4.550  -1.710  0.429
H  2.435  7.026  -2.327  0.455
H  0.164  8.358  -2.440  0.478
H  -5.105  -1.610  0.594  0.423
C  2.536  -1.627  -2.431  -1.856
C  3.373  -1.529  -1.191  1.312
C  4.713  -1.925  -1.133  -0.915
C  5.413  -1.801  0.041  -0.604
C  4.777  -1.278  1.186  0.865
C  5.413  -1.118  2.436  -0.852
C  4.719  -0.612  3.503  -0.706
C  3.365  -0.258  3.383  -0.486
C  2.716  -0.409  2.179  0.586
S  1.011  -0.032  1.965  -0.462
C  3.421  -0.907  1.063  -0.018
N  2.748  -1.033  -0.121  0.167
H  3.102  -2.040  -3.264  0.440
H  2.181  -0.637  -2.735  0.327
H  1.677  -2.296  -2.276  0.356
H  5.182  -2.326  -2.021  0.439
H  6.451  -2.107  0.095  0.472
H  6.452  -1.403  2.537  0.425
H  5.214  -0.492  4.457  0.411
H  2.829  0.129  4.240  0.456

Summary:
Energy relative to the best compared isomer or geometry (same formula, charge and spin) ... 1.328 eV
E ... -2603.73075 hartree
Expectation value of S² ... 6.06
Multiplicity ... 5
Gap between HOMO and LUMO (alpha / beta) ... 4.8 / 3.0 eV
Net charge ... +3

=====

3.
This record from OMol25 describes C30H20N8O3Pt as an isolated structure. The level of theory is wB97M-V/def2-TZVPD.

Each line ends with the Mulliken charge.
CARTESIAN COORDINATES (ANGSTROEM)
Pt  0.183  0.932  -0.449  1.124
C  3.163  -2.769  2.207  -0.582
C  1.781  -2.876  2.307  -0.878
C  0.981  -1.763  2.095  0.062
C  1.565  -0.544  1.768  -0.871
C  2.950  -0.433  1.661  0.198
C  3.744  -1.546  1.892  -0.961
N  0.710  0.558  1.466  -0.103
C  0.850  1.767  2.113  0.937
C  1.417  1.909  3.390  -1.003
C  1.411  3.143  3.993  -0.643
C  0.864  4.296  3.378  -0.702
C  0.315  4.203  2.134  -0.851
C  0.312  2.944  1.497  0.775
N  -0.146  2.751  0.221  1.596
N  -0.609  3.628  -0.560  -1.272
C  -0.911  3.139  -1.843  0.457
C  -1.477  3.984  -2.778  -0.627
C  -1.745  3.491  -4.046  -0.304
C  -1.449  2.168  -4.346  -0.875
C  -0.884  1.373  -3.366  -0.028
N  -0.620  1.846  -2.147  -0.107
H  3.787  -3.634  2.388  0.477
H  1.329  -3.823  2.573  0.496
H  -0.097  -1.824  2.205  0.577
H  3.394  0.518  1.394  0.452
H  4.820  -1.458  1.826  0.438
H  1.840  1.052  3.894  0.557
H  1.844  3.235  4.981  0.447
H  0.898  5.246  3.890  0.434
H  -0.094  5.062  1.621  0.519
H  -1.689  5.006  -2.497  0.562
H  -2.178  4.136  -4.798  0.446
H  -1.635  1.755  -5.327  0.480
H  -0.620  0.341  -3.554  0.467
O  -2.623  -5.960  -1.382  -0.555
N  -1.586  -5.450  -1.047  0.982
O  -0.550  -6.022  -0.781  -0.560
C  -1.591  -3.980  -0.863  0.193
C  -2.746  -3.432  -0.439  -1.078
C  -2.821  -2.030  -0.152  0.953
C  -3.973  -1.387  0.339  -0.608
C  -3.929  -0.042  0.614  -1.150
C  -2.741  0.663  0.410  0.121
N  -1.655  0.072  -0.064  0.056
C  -1.682  -1.255  -0.351  -0.448
C  -0.481  -1.844  -0.857  -0.094
N  0.566  -1.002  -1.057  0.340
C  1.730  -1.470  -1.468  -0.381
C  1.893  -2.829  -1.749  -0.944
C  0.846  -3.700  -1.577  -0.732
C  -0.393  -3.214  -1.101  0.862
H  -3.614  -4.063  -0.300  0.589
H  -4.879  -1.957  0.504  0.530
H  -4.793  0.482  0.999  0.466
H  -2.667  1.717  0.646  0.555
H  2.531  -0.749  -1.570  0.538
H  2.853  -3.180  -2.098  0.512
H  0.973  -4.750  -1.787  0.628
O  2.866  3.517  -1.824  -0.487
C  2.424  2.548  -1.358  0.722
N  2.039  1.503  -0.874  -0.704

Summary:
Energy relative to the best compared isomer or geometry (same formula, charge and spin) ... 0.000 eV
E ... -1937.72815 hartree
Multiplicity ... 1
Gap between HOMO and LUMO (alpha / beta) ... 6.0 / 6.0 eV
Net charge ... +2

=====

4.
This record from OMol25 describes C30H21BrN6O3Rh as an isolated structure. The level of theory is wB97M-V/def2-TZVPD.

Each line ends with the Mulliken charge.
CARTESIAN COORDINATES (ANGSTROEM)
Rh  0.554  -0.186  0.165  0.127
Br  3.308  6.357  1.970  -0.178
C  3.038  4.588  1.361  -0.257
C  3.593  4.185  0.134  -0.412
C  3.393  2.915  -0.342  -0.497
C  2.631  1.971  0.382  0.755
O  2.447  0.791  -0.116  -0.895
C  2.091  2.391  1.625  -0.153
C  1.359  1.496  2.432  0.516
N  1.119  0.257  2.138  0.010
C  0.522  -0.616  3.060  0.227
C  0.477  -0.429  4.417  -0.678
C  -0.218  -1.336  5.241  -0.987
C  -0.811  -2.447  4.714  -0.900
C  -0.666  -2.726  3.336  1.077
C  -1.128  -3.914  2.733  -0.707
C  -0.855  -4.151  1.416  -1.093
C  -0.157  -3.187  0.676  0.092
N  0.231  -2.039  1.189  0.043
C  0.006  -1.801  2.517  0.557
C  2.300  3.711  2.093  -0.780
H  4.173  4.895  -0.441  0.442
H  3.805  2.605  -1.294  0.502
H  0.982  1.892  3.374  0.401
H  0.985  0.412  4.868  0.519
H  -0.270  -1.146  6.304  0.403
H  -1.368  -3.134  5.338  0.427
H  -1.672  -4.637  3.328  0.460
H  -1.161  -5.066  0.929  0.449
H  0.102  -3.376  -0.355  0.746
H  1.872  4.015  3.041  0.507
O  -3.265  1.354  0.215  -0.676
C  -2.281  0.648  0.215  -0.016
O  -1.215  0.794  0.925  -0.266
C  -2.222  -0.512  -0.756  0.529
C  -3.396  -1.108  -1.242  -0.958
C  -3.292  -2.123  -2.145  -0.929
C  -2.019  -2.541  -2.595  1.115
C  -1.836  -3.573  -3.547  -0.785
C  -0.583  -3.943  -3.938  -0.743
C  0.553  -3.303  -3.392  -0.948
C  0.408  -2.300  -2.476  0.059
C  -0.882  -1.901  -2.060  -0.616
N  -1.025  -0.899  -1.135  0.966
H  -4.345  -0.735  -0.884  0.584
H  -4.179  -2.608  -2.534  0.469
H  -2.710  -4.058  -3.964  0.439
H  -0.451  -4.732  -4.666  0.424
H  1.541  -3.613  -3.705  0.459
H  1.269  -1.810  -2.035  0.642
N  -0.991  4.767  -1.760  -0.407
C  -0.395  3.588  -2.044  0.026
C  -0.261  2.580  -1.065  -0.579
N  0.308  1.434  -1.372  1.603
C  0.783  1.232  -2.606  -0.754
C  0.672  2.243  -3.538  -0.643
N  0.093  3.409  -3.268  -0.626
H  -1.521  4.889  -0.917  0.217
H  -1.120  5.420  -2.514  0.273
H  -0.629  2.712  -0.056  0.514
H  1.252  0.287  -2.833  0.495
H  1.059  2.114  -4.541  0.406

Summary:
Energy relative to the best compared isomer or geometry (same formula, charge and spin) ... 0.246 eV
E ... -4394.46396 hartree
Multiplicity ... 1
Gap between HOMO and LUMO (alpha / beta) ... 6.4 / 5.9 eV
Net charge ... +1

=====

Maximum force / Eh/bohr: 0.054, 0.024, 0.014, 0.050